# C36H34Br2Cl5N2O3Tc

A molecular structure, C36H34Br2Cl5N2O3Tc at a distorted geometry (ωB97M-V with the def2-TZVPD basis set, the OMol25 dataset).

Properties
- highest occupied orbital energy (spin up / spin down) (eV) = -10.508 / -10.655
- total charge = +1
- HOMO-LUMO gap (spin up / spin down) (eV) = 6.64 / 6.02
- ΔE to the lowest compared entry with this formula, charge and spin (kJ/mol) = 38.4
- spin multiplicity = 4

Positions of all 83 atoms, in Å:
Tc -0.81475 0.43058 0.23798
O -0.89258 0.79038 4.95873
C -1.84293 -0.18318 4.99010
C -2.06423 -0.97960 6.10411
C -3.07893 -1.92374 6.08944
C -3.87945 -2.07766 4.96827
C -3.64512 -1.29002 3.85051
C -2.62870 -0.34447 3.84907
C -2.32887 0.53760 2.66812
O -1.07828 0.22841 2.09844
N -3.33228 0.39092 1.60763
N -2.81386 0.94263 0.45737
C -3.56243 1.64440 -0.31712
C -3.07868 2.37467 -1.46023
Br -1.20223 2.78428 -1.42200
C -3.81718 2.88259 -2.45285
C -5.20516 2.54668 -2.73836
C -5.77350 1.31544 -2.39179
C -7.10473 1.05708 -2.66795
C -7.88023 2.01221 -3.31210
C -7.31536 3.22160 -3.69889
C -5.98711 3.48441 -3.42118
H -0.35595 0.75422 5.75757
H -1.44620 -0.84960 6.98577
H -3.24240 -2.54207 6.96226
H -4.67584 -2.80881 4.96075
H -4.24508 -1.43361 2.96108
H -2.30821 1.58459 3.00356
H -4.24912 0.74720 1.85517
H -4.61282 1.77038 -0.06185
H -3.34993 3.60552 -3.11330
H -5.15545 0.52774 -1.97550
H -7.53566 0.10184 -2.39945
H -8.91726 1.80294 -3.53774
H -7.91236 3.95434 -4.22492
H -5.55120 4.43099 -3.71796
C 7.00384 -0.31452 1.81900
C 6.66847 0.62446 0.64991
C 7.48477 0.19629 -0.57022
C 7.06410 2.06317 1.01609
C 5.16752 0.55289 0.39266
C 4.27390 1.03847 1.34288
C 2.92144 0.92851 1.13397
Br 1.75338 1.66544 2.42480
C 2.36768 0.33758 -0.01235
O 1.02903 0.23695 -0.10320
C 3.25259 -0.11554 -1.00834
C 4.61968 0.00692 -0.75756
C 2.87301 -0.70385 -2.37840
C 1.37933 -0.92516 -2.59415
C 3.55857 -2.06739 -2.56848
C 3.35554 0.27605 -3.46129
H 8.07625 -0.28765 2.02407
H 6.72804 -1.34282 1.57754
H 6.47615 -0.02312 2.72849
H 8.54674 0.28767 -0.33836
H 7.27754 0.82974 -1.43572
H 7.29848 -0.84522 -0.84023
H 8.14962 2.13724 1.10160
H 6.63561 2.37558 1.96905
H 6.73374 2.76215 0.24534
H 4.61918 1.50863 2.25333
H 5.29573 -0.34715 -1.52011
H 0.95311 -1.57436 -1.82852
H 1.23270 -1.40653 -3.56305
H 0.83920 0.02143 -2.61433
H 3.24403 -2.76570 -1.79013
H 4.64482 -2.00045 -2.54631
H 3.27429 -2.48524 -3.53628
H 2.92468 1.26727 -3.30232
H 3.04740 -0.07751 -4.44808
H 4.44090 0.37731 -3.46244
Cl -0.39915 -2.54357 2.08865
C -1.30191 -2.63796 0.62842
C -1.42465 -1.53349 -0.21585
C -2.03307 -1.74705 -1.44687
Cl -2.14934 -0.41351 -2.54601
C -2.56096 -2.97023 -1.83703
Cl -3.31503 -3.14787 -3.36723
C -2.47525 -4.04594 -0.95792
Cl -3.12825 -5.56349 -1.39990
C -1.83762 -3.88034 0.27077
Cl -1.70176 -5.21895 1.33132

=====

# C34H34NO2PPtS2

A molecular structure, C34H34NO2PPtS2 at a distorted geometry (ωB97M-V with the def2-TZVPD basis set, the OMol25 dataset).

Properties
- highest occupied orbital energy (spin up / spin down) (eV) = -18.648 / -17.972
- total charge = +4
- HOMO-LUMO gap (spin up / spin down) (eV) = 7.67 / 2.65
- ΔE to the lowest compared entry with this formula, charge and spin (kJ/mol) = 70.4
- spin multiplicity = 5

Positions of all 75 atoms, in Å:
Pt 0.35670 0.90480 0.44080
O 2.22850 -0.30440 0.19200
S 3.15260 -0.46070 1.36670
C 3.21550 -2.29570 1.63870
C 1.86540 -2.89620 2.00790
C 1.57540 -3.02890 3.50770
C 1.36970 -1.74900 4.30600
S 0.00540 -0.70140 3.60540
O 0.73950 0.10760 2.55310
C -0.30610 0.49350 4.93230
C -0.92730 0.06880 6.10620
C -1.14200 0.98990 7.12070
C -0.80900 2.32610 6.92200
C -0.20220 2.74050 5.73870
C 0.01490 1.82890 4.72130
C 4.81360 -0.21380 0.67400
C 5.87520 -0.07690 1.56440
C 7.16820 -0.01040 1.07130
C 7.36730 -0.00120 -0.30550
C 6.29860 -0.14560 -1.18350
C 4.99980 -0.20220 -0.70110
H 3.96810 -2.47440 2.40330
H 3.56500 -2.70190 0.68880
H 1.85280 -3.91300 1.60030
H 1.05910 -2.35440 1.50050
H 2.40540 -3.56580 3.97920
H 0.69640 -3.66920 3.61350
H 2.25400 -1.11280 4.34460
H 1.05930 -2.00220 5.31990
H -1.22860 -0.96020 6.23420
H -1.59900 0.67160 8.04560
H -1.07260 3.05940 7.67360
H 0.09020 3.77160 5.60790
H 0.47060 2.13250 3.78870
H 5.70370 -0.01720 2.63050
H 8.00390 0.06900 1.74750
H 8.36440 0.15980 -0.69540
H 6.47820 -0.24780 -2.24490
H 4.15800 -0.29730 -1.36860
N -1.93950 0.38030 -0.35190
C -2.72520 1.51530 -0.04720
C -4.02700 1.39550 0.43000
C -4.77280 2.53220 0.69490
C -4.22580 3.79760 0.50510
C -2.91760 3.93400 0.05430
C -2.15610 2.80220 -0.20780
P -0.39850 2.82010 -0.65920
C 0.32780 4.43820 -0.32710
C 0.88680 5.23000 -1.33270
C 1.42830 6.46220 -0.99560
C 1.47560 6.87460 0.33280
C 0.90790 6.09090 1.33310
C 0.34360 4.87100 1.00790
C -0.30330 2.38630 -2.42070
C -1.36110 2.61550 -3.30350
C -1.19480 2.29640 -4.64280
C -0.01940 1.68880 -5.07760
C 1.02820 1.45160 -4.19500
C 0.88420 1.78330 -2.86080
H -2.40160 -0.48590 -0.07430
H -1.71360 0.30670 -1.34650
H -4.46720 0.41730 0.55720
H -5.79330 2.43180 1.03700
H -4.81290 4.67780 0.72100
H -2.49370 4.91710 -0.08160
H 0.87520 4.90360 -2.36220
H 1.81120 7.10780 -1.77260
H 1.95940 7.80410 0.59190
H 0.92060 6.42820 2.35890
H -0.08550 4.23660 1.77510
H -2.28040 3.06930 -2.96070
H -1.98500 2.52340 -5.34450
H 0.06600 1.37550 -6.10920
H 1.93740 0.98960 -4.54960
H 1.67680 1.58670 -2.14730

=====

no.,calculated total energy (eV)
1,-251895.0434
2,-75555.9029